# 1
Entry from the Open Molecules 2025 dataset: an isolated molecule of C5H11NO (ωB97M-V with the def2-TZVPD basis set).

Atoms and positions in Å:
C1 0.92705 -2.41531 2.11642
N1 0.20923 -2.29365 1.08316
C2 0.58419 -1.24347 0.15520
C3 -0.72319 -0.49985 -0.27382
C4 -0.59303 1.01064 -0.10331
C5 -0.68066 1.94969 -1.34152
O1 0.33599 2.92547 -1.40569
H1 0.62754 -3.11123 2.90012
H2 1.76314 -1.82760 2.47992
H3 1.00058 -1.79824 -0.69466
H4 1.34748 -0.55246 0.52830
H5 -1.62056 -0.89855 0.20180
H6 -0.98999 -0.75002 -1.31125
H7 0.29758 1.30118 0.49685
H8 -1.20288 1.48303 0.68310
H9 -1.57028 2.55453 -1.18168
H10 -0.71796 1.33706 -2.23951
H11 1.00578 2.82877 -2.09344

Results
Total charge = 0
Energy above the lowest of the compared OMol25 structures with the same formula, charge and spin = 2.755 eV
SMILES = C=NCCCCO

---

# 2
Entry from the Open Molecules 2025 dataset: a structure of composition C24H53BBe2BrCaCl3FLiN2NaO10P (ωB97M-V with the def2-TZVPD basis set).

Atoms and positions in Å:
C1 -1.86003 -0.76849 1.89316
C2 -2.13544 -2.28567 1.86845
C3 -1.58864 -2.92146 0.52973
C4 -2.64591 -3.44296 -0.48126
C5 -3.60578 -2.28949 -1.02127
C6 -3.08637 -1.64316 -2.30881
C7 -2.13251 -0.44964 -2.06696
C8 -1.01782 -0.33626 -3.14207
B1 0.48638 -0.14550 -2.51842
C9 0.63696 1.47259 -1.94344
N1 0.29148 2.38040 -2.87425
O1 1.62315 -0.31960 -3.41023
C10 2.51116 -1.21370 -2.77688
N2 3.55273 -1.72741 -3.62777
C11 4.35596 -2.74478 -2.94060
C12 4.59363 -3.91665 -3.90660
C13 5.88525 -4.72531 -3.48413
C14 1.52461 -2.18175 -2.12135
C15 0.78081 -3.24283 -2.97482
Br1 1.29200 -5.01520 -2.23357
C16 1.07516 -3.25933 -4.48916
C17 -0.20920 -3.62418 -5.28421
O2 0.63450 -1.21832 -1.55460
H1 -0.83613 -0.57991 1.57644
H2 -2.56539 -0.24885 1.23486
H3 -2.05081 -0.35619 2.88221
H4 -1.58659 -2.72592 2.70015
H5 -3.21888 -2.51772 2.02437
H6 -0.96527 -2.16704 0.04832
H7 -0.91414 -3.72393 0.83319
H8 -3.20234 -4.26468 -0.02049
H9 -2.11256 -3.84314 -1.34384
H10 -4.58891 -2.78411 -1.28413
H11 -3.80993 -1.53753 -0.21656
H12 -3.95097 -1.31507 -2.89303
H13 -2.57706 -2.41879 -2.88433
H14 -2.75251 0.44612 -2.18402
H15 -1.75518 -0.41433 -1.04734
H16 -1.27324 0.49007 -3.81645
H17 -1.07637 -1.23712 -3.75457
H18 1.84812 1.58613 -1.79617
H19 0.12636 1.67978 -1.00019
H20 0.37283 3.33963 -2.54038
H21 0.85867 2.24696 -3.71113
H22 2.92278 -0.63664 -1.92351
H23 4.15557 -0.94332 -3.84429
H24 3.92638 -3.08933 -2.00206
H25 5.34829 -2.33740 -2.72404
H26 4.72857 -3.48865 -4.90261
H27 3.71040 -4.59967 -3.93689
H28 6.75486 -4.21439 -3.89023
H29 5.95471 -4.73686 -2.39942
H30 5.88104 -5.75691 -3.86651
H31 1.88833 -2.68324 -1.22463
H32 -0.29226 -3.17844 -2.82118
H33 1.42220 -2.31344 -4.88759
H34 1.76001 -4.08333 -4.67972
H35 -0.44609 -4.68440 -5.23451
H36 -1.03017 -2.97473 -4.98444
H37 0.00955 -3.37963 -6.32661
Ca1 4.54219 -6.76201 -4.85999
F1 2.86518 2.33452 -1.37838
O3 -9.04878 -2.24996 -1.51481
P1 -7.56465 -2.01834 -1.62588
O4 -6.98525 -1.56334 -0.30902
O5 -7.35514 -0.84971 -2.71473
O6 -6.85868 -3.26189 -2.12223
Na1 -4.95280 -2.45393 1.01005
Be1 -6.69997 -0.19473 -3.86351
Li1 -8.81966 0.63439 -2.16095
C18 -2.90790 2.24990 5.36445
Cl1 -1.28227 1.56614 5.35595
Cl2 -3.67881 2.02740 3.78187
Cl3 -3.88451 1.52769 6.63726
H38 -2.83072 3.31270 5.55582
O7 4.30006 -9.20432 -3.01064
H39 3.79812 -9.60946 -2.29729
Be2 -3.69066 -0.97372 4.27073
C19 2.18846 3.04211 5.68257
O8 1.97785 4.33138 5.15674
C20 0.65317 4.50631 4.69528
C21 0.35339 5.97437 4.48218
O9 0.01446 6.65691 5.67749
C22 1.09690 6.96693 6.55072
C23 1.94520 8.12061 6.06665
O10 2.88200 7.67197 5.10137
C24 3.45319 8.74344 4.38360
H40 1.99442 2.27254 4.92377
H41 3.22761 2.97481 5.99652
H42 1.54907 2.87241 6.55705
H43 -0.05595 4.09045 5.42003
H44 0.55367 3.97032 3.73807
H45 -0.53797 6.04394 3.85258
H46 1.16661 6.47616 3.95409
H47 1.70358 6.08401 6.75723
H48 0.62687 7.26815 7.48842
H49 2.50354 8.54138 6.91372
H50 1.30115 8.89692 5.63627
H51 2.68569 9.28249 3.81607
H52 4.17617 8.33038 3.68327
H53 3.96924 9.43540 5.05801

Results
Total charge = +2
Calculated total energy = -193335.7767 eV